# 1
C10H19NSi | ωB97M-V with the def2-TZVPD basis set

The HOMO-LUMO gap comes out at 8.214 eV. Its SMILES is CCCC/C=[Si](\C#N)C(C)(C)C. As for the energy above the lowest of the compared OMol25 structures with the same formula, charge and spin: 3.121 eV.

The geometry in XYZ format:
```
31
Properties=species:S:1:pos:R:3:forces:R:3:nbo_charge:R:1
C 2.625539 0.917192 -1.486956 -0.3 0.1 3.3 -0.61
C 2.800534 -0.491514 -0.832304 1.1 0.8 0.0 -0.40
C 3.166795 -0.454383 0.661805 -0.2 3.0 -0.2 -0.41
C 2.006534 -0.841635 1.517219 -1.7 -1.3 2.8 -0.44
C 0.741524 -0.029952 1.154403 -1.4 0.0 0.4 -0.87
Si -0.704591 -0.783686 0.513819 0.2 1.4 -0.4 1.38
C -0.659727 -2.519463 -0.144345 0.1 0.1 0.7 -0.18
N -0.659231 -3.668835 -0.219851 0.0 0.0 -0.3 -0.27
C -2.327631 0.209200 -0.004916 2.7 1.3 1.4 -0.38
C -2.922991 0.649025 1.287376 -1.4 2.3 0.9 -0.64
C -1.788961 1.565350 -0.672236 -0.8 -1.7 0.1 -0.61
C -3.200641 -0.539330 -0.922078 0.1 0.8 -0.7 -0.62
H 2.471283 0.895969 -2.515001 -1.4 -0.4 -1.8 0.21
H 1.820864 1.505589 -0.858785 1.7 -0.8 -1.6 0.21
H 3.613663 1.396357 -1.521456 -0.2 0.3 0.9 0.20
H 3.695916 -0.932565 -1.328501 -1.1 -0.4 -0.1 0.21
H 1.868985 -1.068440 -0.797134 0.5 -0.2 -1.2 0.21
H 3.646629 0.539242 0.962017 -1.2 -0.7 -0.3 0.19
H 3.958772 -1.061990 0.877135 2.0 -2.2 0.3 0.21
H 1.772326 -2.000356 1.481722 0.4 2.1 -0.7 0.21
H 2.215125 -0.815852 2.672539 -0.1 0.6 -2.0 0.22
H 0.577951 1.091624 1.425942 0.8 -2.1 -0.3 0.25
H -3.789853 0.131278 1.666452 0.3 -1.3 0.5 0.23
H -2.169716 0.914979 2.064545 -0.8 -0.3 -0.4 0.22
H -3.493412 1.581101 1.048163 0.6 0.0 0.3 0.21
H -1.310134 1.298871 -1.579602 1.4 0.0 -0.6 0.21
H -1.262097 2.178377 0.023413 1.2 0.0 0.4 0.22
H -2.506193 2.273518 -1.039007 -1.6 -0.1 0.1 0.21
H -4.000308 0.147592 -1.177153 -0.2 0.1 -0.7 0.21
H -2.484337 -0.684238 -1.733734 -1.1 -0.8 -0.8 0.22
H -3.702605 -1.403014 -0.523480 0.4 -0.7 0.1 0.23
```
Forces are in eV/Å.


# 2
C10H20 | ωB97M-V with the def2-TZVPD basis set

The HOMO-LUMO gap comes out at 11.128 eV. Its SMILES is C1CCCC1.C1CCCC1. As for the energy above the lowest of the compared OMol25 structures with the same formula, charge and spin: 3.422 eV.

The geometry in XYZ format:
```
30
Properties=species:S:1:pos:R:3:forces:R:3:nbo_charge:R:1
C 2.593312 -0.793682 0.939942 1.5 2.6 -0.3 -0.41
C 2.576293 -1.372281 -0.494631 2.1 -0.3 -0.5 -0.43
C 2.079169 -2.719117 -0.237732 -6.5 -1.2 -0.9 -0.38
C 1.076089 -2.667332 1.092533 -1.2 -2.7 -3.0 -0.40
C 1.624547 -1.514935 1.889678 -2.8 1.6 -2.5 -0.45
H 3.614765 -0.897110 1.410904 -0.9 0.4 -0.8 0.21
H 2.365626 0.299670 0.741411 0.4 -1.0 1.1 0.22
H 3.586143 -1.513436 -1.060668 -1.3 0.7 1.4 0.21
H 1.988110 -0.822155 -1.219293 -0.5 0.3 0.3 0.20
H 2.792414 -3.380182 0.095936 1.9 -1.7 0.0 0.19
H 1.341745 -3.117635 -1.120685 2.3 0.4 1.9 0.20
H 1.205865 -3.731586 1.506963 -0.4 1.7 0.0 0.21
H -0.074514 -2.667939 0.679516 2.8 0.6 1.3 0.20
H 2.090411 -1.781443 2.732878 2.2 -1.6 3.0 0.21
H 0.818836 -0.898986 2.346603 0.2 0.1 -0.9 0.21
C -2.825897 1.093898 0.228523 1.5 -1.0 -2.3 -0.42
C -1.728902 2.209804 0.595470 0.4 -0.5 1.7 -0.42
C -1.031503 2.721385 -0.738745 0.7 0.5 1.2 -0.43
C -1.893588 2.237672 -1.856546 -0.3 -1.0 -1.7 -0.41
C -2.462718 0.899239 -1.395439 -1.7 1.2 1.7 -0.39
H -2.496627 0.046865 0.574499 -0.7 1.8 0.3 0.20
H -3.903029 1.218095 0.442539 0.7 0.4 0.0 0.21
H -0.978593 1.607406 1.220759 -0.9 1.3 -0.6 0.21
H -2.041819 3.187294 1.234150 0.3 -2.7 -1.4 0.21
H 0.035422 2.337678 -0.974133 -1.5 0.9 1.1 0.21
H -1.117949 3.812394 -0.504817 1.0 -0.6 -1.3 0.22
H -1.388603 2.081029 -2.895580 -0.7 0.7 1.8 0.21
H -2.795094 2.847670 -1.968219 0.3 0.3 -0.3 0.20
H -1.779633 0.090950 -1.303530 0.8 -0.7 -0.9 0.19
H -3.304283 0.713508 -2.077559 0.1 -0.7 0.6 0.21
```
Forces are in eV/Å.


no.,HOMO energy (eV)
1,-8.4
2,-10.3